A structure of composition C32H88F4N10O16PbS4. Source: the Open Molecules 2025 dataset; level of theory: wB97M-V/def2-TZVPD.

Results
LUMO energy ... -1.8 eV
HOMO ... -8.19 eV
Frontier orbital gap ... 6.4 eV
Relative energy (zero: lowest compared OMol25 entry of this formula, charge and spin) ... 52.9 kcal per mole
F_max ... 9.9 eV Å⁻¹

```
155
Properties=species:S:1:pos:R:3:mulliken_charge:R:1
Pb 1.11 1.62 -2.99 1.944
N 0.32 1.43 -0.71 1.042
S -0.98 1.45 0.09 -0.643
O -1.08 2.42 1.16 -0.485
O -1.73 0.20 0.26 0.286
F -1.85 2.15 -1.02 -0.306
S 1.17 0.85 0.66 -0.076
O 0.88 -0.48 1.12 -0.444
O 1.64 1.88 1.58 -0.222
F 2.48 0.61 -0.19 -0.076
N -0.64 1.08 -4.55 0.024
S -2.16 1.44 -4.83 0.742
O -3.16 0.39 -4.72 -0.504
O -2.57 2.59 -5.61 -0.612
F -2.30 2.16 -3.40 -0.270
S -0.54 0.32 -6.06 0.676
O -0.66 1.16 -7.28 -0.551
O -1.14 -1.01 -6.11 -0.433
F 1.07 0.07 -5.95 -0.287
C 8.05 -0.92 -0.25 -1.776
C 6.71 -0.38 0.28 0.995
C 6.24 0.92 -0.40 -0.195
O 7.16 2.04 -0.42 -0.489
C 7.36 2.63 0.81 -0.754
N 5.71 -1.44 0.31 -0.527
H 7.99 -1.50 -1.17 0.364
H 8.45 -1.50 0.59 0.433
H 8.87 -0.26 -0.52 0.338
H 6.96 -0.09 1.30 0.160
H 5.34 1.27 0.12 -0.145
H 5.85 0.63 -1.38 0.374
H 7.78 1.89 1.48 0.349
H 6.59 3.26 1.26 0.233
H 8.09 3.43 0.67 0.325
H 6.11 -2.25 0.75 0.318
H 4.89 -1.08 0.78 0.010
C -3.32 -4.06 -5.43 -1.498
C -3.53 -3.58 -3.99 2.838
C -4.69 -2.57 -3.83 -1.141
O -4.80 -2.20 -2.39 -0.610
C -3.77 -1.26 -2.03 0.880
N -3.86 -4.73 -3.24 -0.711
H -4.26 -4.14 -5.98 0.336
H -2.66 -4.91 -5.61 0.307
H -2.74 -3.22 -5.82 0.326
H -2.63 -3.05 -3.68 -1.446
H -5.63 -2.98 -4.20 0.420
H -4.57 -1.74 -4.54 0.268
H -2.80 -1.73 -2.23 -0.116
H -3.86 -0.94 -0.99 -1.108
H -3.88 -0.41 -2.71 0.633
H -4.19 -4.45 -2.33 0.182
H -3.08 -5.36 -3.13 0.335
C -0.17 -1.35 -2.38 0.965
C 1.31 -1.74 -2.51 0.045
C 1.50 -3.09 -3.39 -1.357
O 1.17 -2.97 -4.78 -0.301
C 0.35 -3.94 -5.32 -0.553
N 2.17 -0.77 -3.00 -0.171
H -0.60 -2.05 -1.67 0.050
H -0.74 -1.41 -3.31 -0.215
H -0.43 -0.33 -2.08 -0.897
H 1.73 -1.84 -1.50 0.286
H 0.90 -3.81 -2.83 0.502
H 2.50 -3.49 -3.25 0.543
H -0.59 -4.03 -4.78 -0.004
H 0.79 -4.93 -5.26 0.480
H 0.09 -3.79 -6.37 0.281
H 3.05 -0.88 -2.52 0.160
H 2.41 -1.11 -3.93 0.317
C 0.05 3.31 5.60 -1.426
C 0.00 4.01 4.20 1.591
C -0.86 5.32 4.36 -0.828
O -2.16 5.06 4.77 -0.416
C -3.07 4.38 3.98 -0.603
N 1.34 4.26 3.62 -0.668
H 0.04 4.01 6.44 0.309
H 1.00 2.77 5.60 0.393
H -0.72 2.54 5.62 0.308
H -0.46 3.27 3.55 -0.502
H -0.99 5.87 3.43 0.407
H -0.33 5.93 5.09 0.327
H -2.86 4.46 2.91 0.303
H -4.09 4.61 4.30 0.347
H -2.87 3.31 4.11 0.227
H 1.28 4.78 2.75 0.245
H 1.84 3.42 3.37 0.079
C 4.42 4.71 -1.35 -1.445
C 3.09 3.99 -1.70 1.018
C 2.14 4.79 -2.59 -1.194
O 0.94 4.07 -2.65 -0.039
C -0.17 4.83 -3.11 -0.767
N 3.46 2.70 -2.32 -0.348
H 5.33 4.23 -0.99 0.325
H 4.15 5.49 -0.63 0.406
H 4.69 5.24 -2.26 0.385
H 2.42 3.75 -0.87 -0.060
H 2.55 4.70 -3.60 0.361
H 2.10 5.86 -2.35 0.447
H -0.04 5.90 -2.94 0.361
H -1.07 4.51 -2.59 0.122
H -0.23 4.64 -4.18 0.323
H 4.13 2.65 -3.07 0.256
H 3.95 2.17 -1.62 -0.131
C -4.24 1.79 1.88 -1.825
C -5.00 0.48 1.56 3.143
C -5.37 -0.35 2.83 -1.087
O -6.42 -1.23 2.46 -0.283
C -7.11 -1.74 3.60 -0.924
N -6.12 0.85 0.78 -0.831
H -3.95 2.27 0.95 0.181
H -3.34 1.63 2.46 0.245
H -4.84 2.56 2.36 0.434
H -4.42 -0.23 0.97 -1.804
H -5.66 0.38 3.58 0.622
H -4.58 -0.96 3.27 0.405
H -7.95 -2.28 3.16 0.275
H -7.43 -0.95 4.28 0.306
H -6.43 -2.32 4.22 0.346
H -6.70 0.06 0.55 0.363
H -5.73 1.02 -0.14 0.309
C 2.22 -1.27 5.12 -1.230
C 3.21 -1.99 4.25 1.152
C 4.61 -1.33 4.20 -0.872
O 4.51 -0.57 3.07 0.035
C 4.18 0.77 3.27 -0.463
N 3.24 -3.44 4.65 -0.786
H 2.05 -0.27 4.72 0.094
H 2.56 -1.18 6.15 0.374
H 1.24 -1.76 5.17 0.388
H 2.81 -1.95 3.24 -0.199
H 5.39 -2.01 3.84 0.248
H 4.94 -0.82 5.10 0.352
H 4.61 1.29 4.13 0.455
H 3.10 0.92 3.30 0.000
H 4.59 1.36 2.46 -0.029
H 3.65 -3.55 5.56 0.241
H 3.83 -3.99 4.03 0.261
C -4.29 -4.31 2.18 -1.606
C -3.87 -3.35 0.97 1.792
C -2.66 -3.97 0.20 0.473
O -1.71 -4.38 1.19 -0.511
C -0.90 -3.30 1.68 -0.449
N -5.09 -3.26 0.07 -0.562
H -3.56 -4.30 2.98 0.297
H -4.65 -5.30 1.90 0.360
H -5.12 -3.80 2.68 0.328
H -3.67 -2.35 1.34 -0.739
H -2.25 -3.24 -0.49 -0.581
H -3.05 -4.84 -0.33 0.364
H -1.38 -2.37 1.96 0.140
H -0.24 -2.93 0.89 0.054
H -0.42 -3.59 2.62 0.415
H -5.88 -2.77 0.45 0.373
H -4.83 -2.78 -0.78 -0.004
```

---

The molecule C3H6N2O. Source: the Open Molecules 2025 dataset; level of theory: wB97M-V/def2-TZVPD.

Results
LUMO energy ... 1.1 eV
SMILES ... NC(=O)N1CC1
HOMO ... -9.12 eV
Frontier orbital gap ... 10.2 eV
Relative energy (zero: lowest compared OMol25 entry of this formula, charge and spin) ... 56.4 kcal per mole
F_max ... 2.0 eV Å⁻¹

```
12
Properties=species:S:1:pos:R:3:nbo_charge:R:1
N -1.31 -1.81 -0.06 -0.818
C -0.58 -0.70 0.26 0.753
O -0.70 -0.20 1.37 -0.662
N 0.43 -0.29 -0.61 -0.481
C 0.61 1.11 -0.94 -0.250
C 1.20 0.87 0.35 -0.209
H -1.44 -2.15 -1.00 0.398
H -1.97 -2.07 0.65 0.405
H 1.29 1.24 -1.77 0.207
H -0.28 1.74 -0.96 0.205
H 2.17 0.44 0.49 0.211
H 0.80 1.39 1.23 0.242
```